(A)
# C2H2N4

One molecule with the formula C2H2N4 (wB97M-V/def2-TZVPD, the OMol25 dataset).

## Properties
- Structure (SMILES): c1nncnn1
- Kohn-Sham gap: 8.96 eV
- Highest occupied orbital energy: -9.19 eV
- LUMO level: -0.2 eV

Last column: natural (NBO) charge in e.
Cartesian coordinates (Å):
C (-0.02, 0.05, -1.21)  0.17
N (1.25, 0.41, -0.65)  -0.12
N (1.22, 0.25, 0.52)  -0.15
C (-0.05, 0.05, 1.25)  0.13
N (-1.10, -0.38, 0.62)  -0.22
N (-0.97, -0.54, -0.68)  -0.24
H (-0.21, 0.15, -2.29)  0.19
H (-0.11, 0.01, 2.44)  0.23

(B)
# C2H2N4

One molecule with the formula C2H2N4 (wB97M-V/def2-TZVPD, the OMol25 dataset).

## Properties
- Kohn-Sham gap: 8.70 eV
- Highest occupied orbital energy: -8.37 eV
- LUMO level: 0.3 eV

Last column: natural (NBO) charge in e.
Cartesian coordinates (Å):
C (-1.07, -0.39, -0.20)  0.12
N (-1.18, 1.02, -0.02)  -0.34
N (-0.03, 1.49, -0.27)  0.18
N (1.11, 1.50, -0.39)  0.00
C (1.28, -0.75, 0.21)  0.03
N (0.05, -0.95, 0.09)  -0.37
H (-1.92, -0.93, -0.60)  0.21
H (1.75, -1.00, 1.17)  0.18

Most stable = (A)

(A)
# C2H2N4

One molecule with the formula C2H2N4 (wB97M-V/def2-TZVPD, the OMol25 dataset).

## Properties
- Structure (SMILES): c1cnnnn1
- Kohn-Sham gap: 9.00 eV
- Highest occupied orbital energy: -9.65 eV
- LUMO level: -0.7 eV

Last column: natural (NBO) charge in e.
Cartesian coordinates (Å):
C (0.84, 0.41, -0.11)  -0.02
C (-0.50, 0.70, 0.09)  -0.01
N (-1.38, -0.28, -0.13)  -0.17
N (-0.98, -1.42, -0.03)  -0.01
N (0.39, -1.64, 0.08)  -0.05
N (1.32, -0.77, -0.05)  -0.16
H (1.29, 1.33, -0.07)  0.20
H (-0.97, 1.68, 0.23)  0.22

(B)
# C2H2N4

One molecule with the formula C2H2N4 (wB97M-V/def2-TZVPD, the OMol25 dataset).

## Properties
- Kohn-Sham gap: 8.68 eV
- Highest occupied orbital energy: -8.07 eV
- LUMO level: 0.6 eV

Last column: natural (NBO) charge in e.
Cartesian coordinates (Å):
C (-0.91, -0.37, -0.17)  0.12
N (-1.10, 1.00, -0.45)  -0.35
N (-0.09, 1.71, -0.43)  0.25
N (0.76, 2.46, -0.43)  -0.01
C (1.32, -1.43, 0.26)  -0.01
N (0.20, -0.90, 0.14)  -0.37
H (-1.81, -0.96, -0.22)  0.21
H (1.65, -1.51, 1.30)  0.16

Most stable = (A)

(A)
# C2H2N4

One molecule with the formula C2H2N4 (wB97M-V/def2-TZVPD, the OMol25 dataset).

## Properties
- Structure (SMILES): c1cnnnn1
- Kohn-Sham gap: 8.75 eV
- Highest occupied orbital energy: -9.70 eV
- LUMO level: -0.9 eV

Last column: natural (NBO) charge in e.
Cartesian coordinates (Å):
C (0.53, 0.41, -0.77)  -0.06
C (0.47, -0.70, -0.05)  -0.05
N (-0.64, -0.97, 0.84)  -0.17
N (-1.38, -0.11, 1.27)  0.01
N (-1.09, 1.18, 0.79)  -0.03
N (-0.37, 1.36, -0.34)  -0.18
H (1.47, 0.51, -1.59)  0.25
H (1.01, -1.68, -0.14)  0.23

(B)
# C2H2N4

One molecule with the formula C2H2N4 (wB97M-V/def2-TZVPD, the OMol25 dataset).

## Properties
- Structure (SMILES): c1cnnnn1
- Kohn-Sham gap: 9.37 eV
- Highest occupied orbital energy: -10.06 eV
- LUMO level: -0.7 eV

Last column: natural (NBO) charge in e.
Cartesian coordinates (Å):
C (-0.45, 0.80, -0.08)  -0.03
C (-0.79, -0.49, 0.02)  -0.01
N (0.14, -1.43, 0.05)  -0.19
N (1.40, -1.05, -0.04)  -0.03
N (1.80, 0.20, -0.03)  -0.01
N (0.86, 1.12, 0.10)  -0.18
H (-1.06, 1.72, -0.05)  0.23
H (-1.89, -0.85, 0.04)  0.22

Most stable = (B)

(A)
# C3H2N2O2

One molecule with the formula C3H2N2O2 (wB97M-V/def2-TZVPD, the OMol25 dataset).

## Properties
- Structure (SMILES): [H]/N=C(/C#N)OC=O
- Kohn-Sham gap: 11.46 eV
- Highest occupied orbital energy: -11.66 eV
- LUMO level: -0.2 eV

Last column: natural (NBO) charge in e.
Cartesian coordinates (Å):
H (-1.46, -1.90, -0.12)  0.36
N (-1.73, -0.92, -0.09)  -0.54
C (-0.73, -0.18, 0.09)  0.45
C (-1.03, 1.23, 0.31)  0.19
N (-1.54, 2.23, 0.55)  -0.22
O (0.55, -0.67, 0.27)  -0.52
C (1.68, -0.06, -0.22)  0.65
O (1.71, 0.92, -0.90)  -0.52
H (2.54, -0.66, 0.12)  0.14

(B)
# C3H2N2O2

A 2-piece molecular cluster, C3H2N2O2 overall (wB97M-V/def2-TZVPD, the OMol25 dataset).

## Properties
- Kohn-Sham gap (spin up / spin down): 8.12 / 7.34 eV
- Highest occupied orbital energy (spin up / spin down): -10.31 / -9.53 eV
- LUMO level (spin up / spin down): -2.2 / -2.2 eV

Last column: natural (NBO) charge in e.
Cartesian coordinates (Å):
N (-2.23, -1.20, 0.14)  -0.51
C (-1.24, -0.49, 0.16)  0.49
O (0.85, -0.65, -0.44)  -0.59
C (1.55, 0.47, -0.18)  0.56
O (1.94, 0.97, -1.21)  -0.47
C (-0.81, 0.81, 0.39)  0.17
N (0.00, 1.65, 0.43)  -0.21
H (-2.14, -2.20, -0.08)  0.42
H (2.08, 0.63, 0.79)  0.15

(C)
# C3H2N2O2

One molecule with the formula C3H2N2O2 (wB97M-V/def2-TZVPD, the OMol25 dataset).

## Properties
- Structure (SMILES): O=C1NC12NC2=O
- Kohn-Sham gap: 10.71 eV
- Highest occupied orbital energy: -10.22 eV
- LUMO level: 0.5 eV

Last column: natural (NBO) charge in e.
Cartesian coordinates (Å):
O (2.29, 1.03, -0.53)  -0.52
C (1.38, 0.28, -0.40)  0.65
N (0.98, -0.97, -0.60)  -0.67
C (-0.01, 0.28, 0.10)  0.09
N (-1.36, 0.32, -0.32)  -0.57
C (-1.15, 0.15, 0.99)  0.69
O (-1.65, 0.00, 2.05)  -0.50
H (1.40, -1.80, -0.22)  0.40
H (-1.89, 0.70, -1.08)  0.43

(D)
# C3H2N2O2

One molecule with the formula C3H2N2O2 (wB97M-V/def2-TZVPD, the OMol25 dataset).

## Properties
- Structure (SMILES): N#CC[N+]([O-])=C=O
- Kohn-Sham gap: 8.99 eV
- Highest occupied orbital energy: -9.26 eV
- LUMO level: -0.3 eV

Last column: natural (NBO) charge in e.
Cartesian coordinates (Å):
N (2.29, 0.28, 0.98)  -0.24
C (1.23, 0.60, 0.70)  0.23
C (-0.14, 0.60, 0.32)  -0.39
N (-0.74, -0.64, -0.07)  -0.01
O (-1.20, -1.28, 0.85)  -0.52
C (-0.27, -0.85, -1.22)  0.79
O (-0.09, -0.90, -2.40)  -0.41
H (-0.79, 0.77, 1.25)  0.30
H (-0.29, 1.44, -0.42)  0.26

Most stable = (A)